C28H34BCl3F7NO26P | the ωB97M-V functional and the def2-TZVPD basis

charge	-1
Kohn-Sham gap	5.68	eV
highest occupied orbital energy	-4.00	eV
E_LUMO	1.7	eV

CARTESIAN COORDINATES (ANGSTROEM)
1 C 3.268 -0.121 1.244
2 C 3.790 -1.588 1.010
3 B 2.744 -2.527 0.217
4 O 2.870 -2.632 -1.176
5 C 1.597 -3.360 1.029
6 Cl 1.322 -2.536 2.641
7 C 2.332 -4.757 1.376
8 O 3.125 -5.275 0.582
9 O 2.116 -5.289 2.526
10 N 0.379 -3.611 0.232
11 C -0.745 -2.730 0.582
12 Cl -2.150 -3.256 -0.535
13 C -0.496 -1.181 0.249
14 C -1.554 -0.368 1.126
15 Cl -0.906 -0.795 -1.484
16 P -0.090 -5.327 0.249
17 O -0.522 -5.878 -1.301
18 O -1.297 -5.656 1.400
19 H 2.210 -0.078 1.617
20 H 3.284 0.494 0.306
21 H 3.875 0.359 2.049
22 H 4.036 -2.100 1.968
23 H 4.695 -1.515 0.341
24 H 3.352 -1.848 -1.485
25 H -1.169 -2.897 1.623
26 H 0.498 -0.810 0.571
27 H -2.395 -1.022 1.416
28 H -1.891 0.547 0.578
29 H -0.988 0.027 2.014
30 H -1.343 -6.394 -1.170
31 H -1.018 -5.150 2.190
32 C 2.774 1.495 5.672
33 C 3.674 2.696 5.609
34 O 3.938 2.822 4.228
35 C 2.841 2.312 3.589
36 O 2.592 2.486 2.446
37 O 2.069 1.581 4.438
38 F 4.844 2.470 6.259
39 H 3.331 0.556 5.709
40 H 2.088 1.530 6.518
41 H 3.220 3.619 5.981
42 C 8.173 -2.953 2.011
43 C 8.831 -1.896 2.850
44 O 7.867 -0.864 2.875
45 C 6.653 -1.486 2.749
46 O 5.611 -0.979 2.990
47 O 6.795 -2.765 2.316
48 F 9.958 -1.425 2.256
49 H 8.333 -2.797 0.941
50 H 8.498 -3.958 2.272
51 H 9.059 -2.209 3.872
52 C -1.054 2.093 -5.642
53 C -2.040 1.382 -4.770
54 O -2.346 2.353 -3.786
55 C -2.188 3.561 -4.393
56 O -2.613 4.586 -3.962
57 O -1.491 3.451 -5.554
58 F -1.462 0.313 -4.179
59 H -0.039 2.015 -5.267
60 H -1.078 1.741 -6.673
61 H -2.958 1.073 -5.276
62 C -3.229 5.289 0.168
63 C -2.704 3.997 -0.394
64 O -2.753 3.127 0.723
65 C -3.776 3.576 1.504
66 O -4.279 2.949 2.376
67 O -4.154 4.838 1.153
68 F -1.416 4.124 -0.793
69 H -2.449 5.884 0.649
70 H -3.724 5.900 -0.585
71 H -3.302 3.583 -1.209
72 C -7.275 4.836 -3.113
73 C -5.858 4.673 -2.645
74 O -5.490 3.419 -3.174
75 C -6.225 3.263 -4.311
76 O -5.989 2.461 -5.154
77 O -7.258 4.148 -4.362
78 F -5.791 4.609 -1.291
79 H -7.994 4.359 -2.443
80 H -7.555 5.880 -3.244
81 H -5.170 5.440 -3.010
82 C -6.026 -2.823 3.688
83 C -6.177 -2.440 2.244
84 O -4.874 -2.027 1.888
85 C -4.026 -2.736 2.687
86 O -2.863 -2.849 2.491
87 O -4.686 -3.303 3.734
88 F -7.023 -1.389 2.100
89 H -6.129 -1.968 4.360
90 H -6.730 -3.596 3.993
91 H -6.493 -3.258 1.592
92 C 2.285 -0.698 -3.992
93 C 2.227 -0.334 -5.449
94 O 3.560 0.030 -5.742
95 C 4.342 -0.695 -4.885
96 O 5.510 -0.849 -5.017
97 O 3.609 -1.222 -3.870
98 F 1.424 0.749 -5.655
99 H 2.176 0.170 -3.338
100 H 1.540 -1.443 -3.713
101 H 1.917 -1.150 -6.106

Löwdin atomic charge list, values in e, 8 entries: -0.12 -0.17 -0.47 0.12 -0.58 0.73 -0.80 -0.03

***

CH3NO3 | the ωB97M-V functional and the def2-TZVPD basis

SMILES	C=[N+]([O-])OO
charge	0
Kohn-Sham gap	10.79	eV
highest occupied orbital energy	-9.82	eV
E_LUMO	1.0	eV
energy above the lowest of the compared OMol25 structures with the same formula, charge and spin	5.631	eV

CARTESIAN COORDINATES (ANGSTROEM)
1 C -0.899 0.608 0.939
2 N 0.114 0.095 0.535
3 O 1.194 -0.202 0.905
4 O -0.060 -0.221 -1.039
5 O 1.181 -0.485 -1.577
6 H -1.617 0.837 0.080
7 H -1.097 0.815 1.985
8 H 1.184 -1.448 -1.829

Taken from the Löwdin analysis, the atomic charges in e are: 0.04 -0.32 0.07 -0.13 -0.03 0.13 0.11 0.13

***

C18H23N4OS2Sn | the ωB97M-V functional and the def2-TZVPD basis

charge	+3
Kohn-Sham gap	5.70	eV
highest occupied orbital energy	-17.02	eV
E_LUMO	-11.3	eV
energy above the lowest of the compared OMol25 structures with the same formula, charge and spin	0.396	eV

CARTESIAN COORDINATES (ANGSTROEM)
1 Sn -0.634 -0.658 -1.528
2 C 3.080 4.973 -0.076
3 C 2.734 4.360 -1.422
4 N 2.626 2.879 -1.338
5 C 1.598 2.187 -0.963
6 S 1.627 0.498 -0.763
7 N 0.396 2.978 -0.812
8 N -0.297 2.727 0.135
9 C -1.072 2.992 1.119
10 C -0.716 4.164 1.978
11 C -2.211 2.109 1.330
12 C -3.160 2.402 2.294
13 C -4.263 1.556 2.407
14 C -4.355 0.481 1.551
15 C -3.335 0.264 0.614
16 N -2.276 1.044 0.497
17 H 3.087 6.057 -0.176
18 H 4.065 4.661 0.269
19 H 2.349 4.703 0.688
20 H 3.508 4.559 -2.160
21 H 1.788 4.732 -1.813
22 H 3.468 2.341 -1.525
23 H 0.197 4.651 1.654
24 H -0.619 3.848 3.017
25 H -1.546 4.873 1.903
26 H -3.073 3.272 2.930
27 H -5.030 1.751 3.144
28 H -5.195 -0.199 1.595
29 H -3.400 -0.589 -0.055
30 C 5.597 -2.439 2.913
31 C 4.526 -2.654 1.888
32 C 3.171 -2.554 2.234
33 C 2.178 -2.811 1.310
34 C 2.550 -3.156 0.009
35 C 3.888 -3.229 -0.374
36 C 4.865 -2.982 0.575
37 S 1.379 -3.563 -1.215
38 C 0.450 -4.883 -0.470
39 O 0.305 -2.391 -1.225
40 H 5.196 -2.051 3.846
41 H 6.363 -1.758 2.541
42 H 6.098 -3.386 3.126
43 H 2.900 -2.301 3.250
44 H 1.137 -2.763 1.604
45 H 4.162 -3.492 -1.388
46 H 5.908 -3.055 0.295
47 H -0.001 -4.539 0.459
48 H 1.163 -5.686 -0.281
49 H -0.301 -5.216 -1.184

Löwdin atomic charge list, values in e, 8 entries: 1.27 -0.04 -0.16 0.08 -0.70 0.64 0.22 0.15

***

Look up the highest occupied orbital energy of the third one. -17.02 eV

***

The lowest highest occupied orbital energy belongs to which entry? C18H23N4OS2Sn

***

highest occupied orbital energy of number 1 (C28H34BCl3F7NO26P)? -4.00 eV